Molecular formula: C18H47MgNO4Si2
Method: DFT, wB97M-V/def2-TZVPD

Properties
- total energy (Eh) = -1848.936947
- LUMO (eV) = 0.13
- Kohn-Sham gap (eV) = 8.143
- relative energy (zero: lowest compared OMol25 entry of this formula, charge and spin) (kcal/mol) = 0.0

Geometry as XYZ:
```
73
Properties=species:S:1:pos:R:3:forces:R:3:mulliken_charge:R:1
O 1.412 -0.649 0.726 0.823 -0.834 0.339 0.203
O 1.378 0.111 -3.325 0.393 -0.023 -0.496 -0.057
C 2.289 0.480 1.057 -0.395 -0.186 -0.213 -0.377
C 3.092 0.237 2.315 0.128 -0.051 0.255 -1.361
H 1.631 1.354 1.149 0.061 -0.375 0.010 0.391
H 2.957 0.640 0.205 -0.135 0.037 -0.006 0.346
H 2.447 -0.158 3.112 0.170 0.174 -0.139 0.258
H 3.548 1.172 2.671 -0.188 -0.249 -0.165 0.416
H 3.905 -0.478 2.126 -0.176 0.208 0.173 0.317
C 2.120 -1.949 0.730 -0.513 0.618 0.202 -0.269
C 3.241 -2.011 -0.279 0.084 -0.134 -0.090 -1.346
H 1.346 -2.700 0.514 0.192 0.308 -0.074 0.323
H 2.486 -2.129 1.757 -0.103 -0.003 -0.426 0.390
H 2.894 -1.756 -1.288 0.023 0.032 0.224 0.156
H 3.633 -3.031 -0.299 -0.061 0.035 -0.037 0.466
H 4.076 -1.367 0.004 -0.085 0.047 -0.114 0.308
C 0.818 -0.699 -4.377 0.100 0.267 0.202 -0.496
C 2.511 0.907 -3.711 -0.380 -0.180 -0.005 -0.246
C 1.236 -2.156 -4.311 0.003 -0.038 0.007 -1.372
H 1.082 -0.281 -5.363 -0.125 0.013 0.250 0.484
H -0.273 -0.641 -4.267 0.248 0.044 -0.025 0.394
H 2.313 -2.282 -4.464 -0.220 -0.035 0.045 0.317
H 0.701 -2.681 -5.113 0.143 -0.081 0.171 0.419
H 0.951 -2.605 -3.351 0.067 0.113 -0.207 0.229
C 3.652 0.082 -4.280 0.155 0.024 0.027 -1.382
H 2.831 1.438 -2.801 -0.162 -0.222 -0.209 0.264
H 2.207 1.676 -4.447 -0.026 -0.220 0.198 0.318
H 3.927 -0.732 -3.602 -0.052 0.111 -0.064 0.229
H 4.530 0.720 -4.413 -0.051 -0.046 -0.068 0.415
H 3.388 -0.345 -5.254 0.105 0.064 0.167 0.376
H 0.327 0.436 -1.097 -1.094 0.326 -0.301 -0.286
Mg -0.612 -0.906 1.397 -0.274 -0.137 0.386 1.340
C -0.778 0.552 -1.266 0.660 -0.365 0.020 -0.129
Si -1.228 2.107 -2.247 0.082 0.346 -0.084 0.472
H -1.104 -0.377 -1.768 -0.053 0.362 0.338 0.426
H -1.285 0.643 -0.290 -0.026 -0.054 -0.242 0.097
C 0.058 3.439 -1.948 0.093 0.115 0.163 -0.999
C -2.906 2.783 -1.716 0.029 -0.077 0.133 -1.042
C -1.336 1.947 -4.114 0.116 -0.221 -0.239 -1.001
C -0.799 0.577 2.886 0.071 0.376 -0.159 -0.562
Si -2.273 0.771 4.000 0.498 0.039 -0.509 0.225
H -0.604 1.547 2.384 -0.060 -0.095 0.290 0.262
H 0.095 0.383 3.511 -0.124 0.050 -0.063 0.114
C -3.580 1.858 3.197 -0.090 0.025 -0.072 -1.038
C -1.800 1.543 5.647 -0.003 0.103 0.274 -1.117
C -3.099 -0.874 4.371 -0.241 -0.148 0.110 -1.054
H -1.394 2.958 -4.551 -0.055 -0.273 0.160 0.372
H -2.238 1.400 -4.410 0.105 0.050 -0.046 0.297
H -0.469 1.442 -4.559 -0.243 0.252 0.126 0.143
H 0.060 3.764 -0.900 0.070 -0.011 -0.168 0.315
H -0.192 4.307 -2.575 0.116 -0.135 0.185 0.323
H 1.071 3.104 -2.211 -0.205 0.065 0.052 0.246
H -3.078 2.682 -0.637 0.018 0.037 -0.135 0.217
H -3.713 2.253 -2.235 0.063 0.067 0.107 0.323
H -2.985 3.849 -1.969 0.016 -0.222 0.010 0.304
H -0.996 2.285 5.540 -0.229 -0.150 -0.013 0.320
H -1.455 0.774 6.354 -0.078 0.207 -0.097 0.298
H -2.677 2.045 6.078 0.214 -0.100 0.099 0.298
H -2.456 -1.551 4.953 -0.132 0.120 -0.070 0.281
H -3.395 -1.387 3.444 0.031 0.125 0.200 0.234
H -4.011 -0.682 4.962 0.238 -0.212 -0.129 0.402
H -4.338 2.154 3.936 0.116 -0.059 -0.225 0.315
H -4.080 1.313 2.385 0.050 0.155 0.123 0.278
H -3.136 2.769 2.774 -0.101 -0.127 0.084 0.315
N -0.367 -2.719 2.706 0.508 -0.219 0.679 -0.525
C -1.460 -3.664 2.418 -0.312 0.049 -0.381 -0.551
C -2.147 -3.310 1.081 0.158 -0.265 0.128 0.511
O -2.793 -4.227 0.599 -0.085 0.774 -0.349 -0.708
O -1.941 -2.105 0.631 -0.099 -0.790 -0.087 -0.923
H 0.503 -3.241 2.619 -0.058 0.228 0.070 0.273
H -0.404 -2.441 3.685 0.016 0.162 -0.157 0.197
H -1.073 -4.679 2.314 -0.121 0.016 0.055 0.330
H -2.237 -3.686 3.198 0.392 0.192 -0.197 0.295
```
Forces are in eV/Å.


Molecular formula: C18H48BF4O18P4
Method: DFT, wB97M-V/def2-TZVPD

Properties
- total energy (Eh) = -3859.038234
- LUMO (eV) = 2.31
- Kohn-Sham gap (eV) = 9.401
- relative energy (zero: lowest compared OMol25 entry of this formula, charge and spin) (kcal/mol) = 0.0
- charge = -1

Geometry as XYZ:
```
93
Properties=species:S:1:pos:R:3:forces:R:3:mulliken_charge:R:1
B 0.585 0.092 0.753 -0.884 1.754 0.998 0.541
F 1.137 1.372 0.589 0.616 0.752 0.089 -0.341
F 0.288 -0.100 2.113 0.142 -0.299 0.501 -0.418
F -0.611 0.096 0.056 -0.844 -0.632 -0.755 -0.299
F 1.484 -0.815 0.322 1.113 -1.781 -0.776 -0.402
C -1.490 -3.614 0.881 1.176 -1.970 0.333 0.162
C -2.598 -3.365 1.826 3.442 5.213 1.836 0.531
O -3.517 -4.016 2.102 -3.434 -3.788 -0.145 -0.569
C -2.454 -2.033 2.655 -2.071 -0.462 -0.667 -0.707
H -1.415 -2.904 0.119 -0.296 1.354 -1.190 -0.477
H -1.618 -4.576 0.451 -0.442 -0.825 -0.792 0.075
H -0.438 -3.696 1.239 -0.883 0.535 0.784 0.358
H -2.793 -1.158 2.044 1.295 -0.455 0.329 -0.049
H -1.507 -2.036 3.147 0.886 0.837 -0.180 0.315
H -3.227 -2.066 3.441 0.243 -0.300 -0.185 0.343
C 3.243 -1.575 5.609 -1.839 -0.894 -3.033 -0.792
C 4.146 -0.665 4.726 0.223 3.380 1.275 0.562
O 5.118 -0.115 5.258 -1.342 -1.360 -1.022 -0.567
C 3.768 -0.378 3.258 2.509 2.428 0.006 -0.725
H 3.861 -2.507 5.488 -0.999 0.356 1.108 0.240
H 2.171 -1.777 5.113 2.529 0.292 0.549 0.159
H 2.913 -1.217 6.589 1.268 -0.071 0.020 0.338
H 4.526 -0.757 2.609 0.621 -0.764 -0.359 0.357
H 3.516 0.597 2.668 1.090 -0.370 2.335 0.142
H 2.890 -0.756 3.031 -4.163 -2.981 -0.978 0.259
C 7.812 1.812 1.573 0.972 1.590 1.956 -0.732
O 7.175 3.060 1.510 -0.811 2.002 -0.172 -0.282
P 6.621 3.648 0.132 -2.135 -1.384 1.784 0.946
O 7.552 3.615 -0.941 2.636 0.883 -2.142 -0.714
O 5.502 2.621 -0.227 0.421 0.205 -0.015 -0.285
C 4.270 2.493 0.426 -1.584 2.696 -4.734 -0.752
O 5.861 5.022 0.483 1.886 0.391 0.056 -0.295
C 6.846 6.152 0.518 -0.936 -1.530 4.198 -0.772
H 8.552 1.975 2.348 0.393 -0.388 0.105 0.266
H 8.288 1.519 0.708 0.898 -0.453 -2.170 0.386
H 7.163 1.086 1.920 -1.558 -1.522 0.518 0.240
H 3.905 1.601 0.038 -1.178 -1.643 0.270 0.345
H 3.617 3.345 0.029 0.392 -1.223 -0.009 0.240
H 4.199 2.737 1.387 0.570 -0.110 4.475 0.503
H 7.476 6.082 -0.274 1.962 -0.381 -2.288 0.389
H 7.416 6.117 1.529 -0.840 -0.116 -1.752 0.236
H 6.350 7.076 0.490 -1.181 0.954 -0.079 0.273
C -6.188 1.117 -3.728 2.426 1.720 5.363 -0.655
O -4.798 0.731 -3.905 0.215 -1.510 1.908 -0.389
P -3.819 0.506 -2.568 0.599 5.492 1.069 0.566
O -3.466 1.893 -2.025 -0.737 -3.368 -1.118 -0.215
O -4.645 -0.272 -1.353 1.137 -2.289 -8.120 -0.429
C -4.649 0.200 -0.136 3.851 2.030 2.836 -0.883
O -2.470 -0.187 -3.150 -2.864 1.674 -0.134 -0.328
C -1.966 -1.347 -2.579 -1.200 -2.078 0.514 -0.374
H -6.693 0.723 -2.844 0.293 -1.399 -0.222 0.308
H -6.687 0.952 -4.555 -2.268 -1.009 -4.168 0.421
H -6.336 2.150 -3.377 0.909 0.397 -0.958 0.119
H -5.282 0.957 -0.003 -2.748 3.507 0.191 0.468
H -3.676 0.614 0.188 -0.218 -0.451 0.018 0.018
H -4.989 -0.518 0.476 -0.792 -2.975 2.458 0.699
H -0.940 -1.487 -2.862 0.508 0.334 0.537 0.273
H -2.506 -2.185 -2.979 -0.086 -0.709 -0.703 0.480
H -2.290 -1.430 -1.544 1.179 0.329 0.492 -0.084
C 1.354 -3.386 -1.402 -6.188 -1.302 4.815 -0.495
O 1.155 -4.490 -2.262 2.060 -0.882 0.228 -0.393
P -0.094 -5.384 -2.166 -4.010 -2.034 0.093 1.075
O -1.322 -4.616 -2.328 -0.743 0.977 0.008 -0.490
O 0.000 -6.418 -3.420 0.232 -1.105 2.144 -0.394
C 0.292 -5.919 -4.692 4.519 3.619 3.917 -0.747
O -0.320 -6.319 -0.784 2.113 1.487 -1.679 -0.352
C -1.398 -7.325 -0.818 -1.031 3.776 -0.528 -0.687
H 0.339 -2.840 -1.230 1.350 -0.796 -0.874 -0.143
H 1.926 -2.652 -1.726 3.383 2.596 -1.811 0.547
H 1.453 -3.668 -0.303 0.991 -0.041 -1.581 0.296
H 0.185 -6.505 -5.478 -0.348 -3.641 -2.930 0.350
H 1.373 -5.493 -4.564 -1.541 -0.949 -1.071 0.214
H -0.263 -5.082 -4.881 -1.818 2.331 -0.419 0.326
H -0.988 -7.904 -1.630 -1.071 -1.547 0.353 0.348
H -2.363 -6.711 -1.067 1.564 -1.434 -0.150 0.245
H -1.569 -7.587 0.232 0.636 -0.910 -0.561 0.235
C -3.379 3.382 1.877 -0.965 -0.555 0.319 -0.755
O -3.618 3.242 0.463 1.020 0.218 -2.126 0.192
P -3.180 4.403 -0.643 -1.199 -0.468 0.620 0.850
O -3.349 5.657 0.036 -0.636 2.817 1.496 -0.824
O -1.666 4.261 -1.025 0.711 -0.911 -0.554 -0.348
C -0.676 3.548 -0.180 -1.069 -1.884 -0.995 -0.296
O -4.174 4.474 -1.991 1.536 -1.060 2.433 -0.206
C -5.617 4.630 -1.819 2.513 5.121 -4.383 -0.670
H -4.061 2.534 2.206 1.511 0.725 0.404 0.236
H -3.900 4.286 2.224 0.609 0.037 -0.050 0.301
H -2.278 3.347 2.256 -2.007 -0.193 -0.993 0.226
H -0.498 4.005 0.777 -0.225 0.619 0.225 0.374
H 0.289 3.390 -0.694 -0.804 0.515 -0.153 0.188
H -1.115 2.537 -0.044 0.551 0.559 0.159 0.036
H -5.795 4.639 -2.964 -0.881 -0.188 1.991 0.213
H -5.928 5.696 -1.432 0.821 -2.152 -0.344 0.206
H -6.033 3.866 -1.331 -1.647 -2.963 1.950 0.318
```
Forces are in eV/Å.


Molecular formula: C18H48BF4O18P4
Method: DFT, wB97M-V/def2-TZVPD

Properties
- total energy (Eh) = -3858.978034
- LUMO (eV) = 2.40
- Kohn-Sham gap (eV) = 9.186
- relative energy (zero: lowest compared OMol25 entry of this formula, charge and spin) (kcal/mol) = 37.8
- charge = -1

Geometry as XYZ:
```
93
Properties=species:S:1:pos:R:3:forces:R:3:mulliken_charge:R:1
B 0.773 -1.521 -0.040 -2.416 3.916 1.788 0.639
F 0.958 -2.763 -0.472 0.693 -1.494 -0.539 -0.349
F -0.248 -1.417 1.011 0.320 -0.891 -0.184 -0.399
F 1.876 -0.862 0.581 0.185 -0.709 -1.043 -0.427
F 0.155 -0.671 -1.060 1.204 -0.706 -0.028 -0.341
C -0.728 -1.645 -5.491 0.362 -1.098 -1.197 -0.642
C 0.370 -2.507 -4.870 1.491 -0.727 -0.944 0.849
O 1.492 -2.649 -5.387 -2.050 0.933 0.487 -0.600
C 0.061 -3.344 -3.698 -4.478 3.955 1.674 -1.111
H -0.142 -1.297 -6.474 -2.141 -0.029 2.101 0.251
H -1.246 -0.904 -4.777 1.157 -0.855 -1.385 -0.127
H -1.531 -2.469 -5.720 1.224 1.656 -0.011 0.430
H 0.836 -3.773 -3.304 4.806 -2.853 1.555 0.410
H -0.758 -4.029 -3.733 -0.649 -0.416 -0.668 0.486
H -0.236 -2.682 -2.778 0.161 -0.557 -1.679 0.068
C 3.501 -1.665 -2.942 -0.140 -0.380 1.100 -0.465
C 3.884 -2.986 -2.201 0.544 3.991 1.426 0.545
O 3.868 -4.004 -2.768 -0.053 -3.522 -1.630 -0.531
C 4.304 -2.903 -0.713 -2.219 -3.173 -1.590 -0.873
H 4.417 -0.995 -2.860 -1.707 -0.045 0.520 0.463
H 2.429 -1.378 -2.580 2.272 0.308 -0.247 -0.244
H 3.420 -1.869 -3.994 -0.212 -0.421 -0.437 0.350
H 4.551 -2.005 -0.388 0.860 4.714 0.960 0.416
H 5.236 -3.463 -0.520 -1.132 -0.839 0.110 0.385
H 3.288 -3.069 -0.208 1.797 -0.694 -0.071 -0.097
C 1.781 -3.156 5.286 -5.817 -1.956 -4.819 -0.584
O 1.788 -4.580 5.018 -0.438 -3.254 -1.697 -0.446
P 0.464 -5.561 4.620 -2.511 6.739 6.607 0.969
O -0.643 -4.914 5.490 1.743 -2.172 -1.678 -0.735
O 0.086 -5.305 3.161 1.157 -4.270 -0.181 -0.235
C 0.324 -4.168 2.486 0.327 2.882 -6.046 -0.256
O 0.734 -7.038 5.034 0.653 -0.493 -0.796 -0.318
C -0.304 -7.849 5.684 1.227 0.279 -0.294 -0.692
H 1.680 -3.099 6.237 0.066 0.674 6.531 0.407
H 0.731 -2.684 4.959 2.597 -0.727 -0.086 0.148
H 2.645 -2.819 4.896 2.544 1.672 -1.442 0.315
H 0.202 -4.475 1.205 -0.094 1.132 3.911 -0.015
H 1.471 -3.782 2.390 -2.919 -0.636 1.163 0.183
H -0.561 -3.488 2.814 2.246 -0.221 -1.015 0.310
H -1.120 -7.940 5.049 -1.630 0.259 -1.359 0.339
H -0.656 -7.376 6.588 0.410 -0.123 0.411 0.318
H 0.087 -8.864 5.701 0.406 0.254 0.769 0.250
C 0.043 6.122 -0.232 -1.884 1.824 -5.805 -0.901
O -1.027 5.254 -0.293 -1.401 -2.382 2.542 -0.374
P -0.705 3.682 -0.467 -0.376 -1.008 -2.211 0.131
O -0.787 3.441 -1.915 -0.094 -0.496 0.051 -0.155
O 0.778 3.511 0.074 -1.007 1.592 1.078 -0.392
C 1.394 2.275 0.257 -3.385 -5.023 -1.186 -0.196
O -1.687 2.659 0.332 2.731 2.645 1.299 0.216
C -2.432 1.668 -0.291 -0.733 0.455 -3.342 -0.546
H -0.183 7.101 0.031 -1.138 1.480 1.423 0.341
H 0.226 6.303 -1.344 0.760 -0.202 1.052 0.202
H 0.865 5.798 0.197 3.775 -1.768 2.294 0.405
H 1.318 1.674 -0.756 0.465 1.106 1.870 -0.056
H 0.743 1.522 0.994 1.873 2.194 -1.573 -0.040
H 2.399 2.362 0.553 1.035 0.391 0.524 0.532
H -3.249 2.211 -0.770 -0.281 -0.317 -0.332 0.209
H -2.878 1.053 0.421 -0.260 -1.144 1.438 0.447
H -1.918 1.087 -1.099 -0.009 0.509 0.995 0.013
C 1.215 0.735 -4.107 -1.384 -1.751 -2.511 -0.545
O 0.706 2.049 -4.122 0.123 0.589 2.619 -0.307
P -0.697 2.358 -4.666 -1.984 0.469 -4.649 1.016
O -0.723 1.968 -6.094 0.051 -0.627 -0.400 -0.824
O -1.902 1.625 -3.962 0.841 -0.318 1.171 0.083
C -3.247 1.729 -4.421 3.571 3.411 0.506 -1.099
O -1.036 3.924 -4.700 1.034 0.149 0.631 -0.256
C 0.006 4.877 -4.999 -1.110 1.827 1.254 -0.723
H 1.205 0.357 -5.140 0.456 0.443 -0.112 0.600
H 0.640 -0.081 -3.666 -0.385 0.848 1.113 -0.138
H 2.187 0.739 -3.761 1.852 0.226 0.952 0.431
H -3.328 2.430 -5.218 -0.083 2.604 0.454 0.321
H -3.798 1.768 -3.574 -2.168 0.731 2.169 0.379
H -3.569 1.094 -5.073 -1.226 -6.120 -2.928 0.444
H -0.392 5.782 -5.541 -0.451 -0.919 0.870 0.246
H 0.786 4.628 -5.679 0.692 -1.384 -0.199 0.364
H 0.372 5.202 -3.997 0.178 -0.116 -0.916 0.153
C -0.888 0.390 3.360 -0.751 4.840 -1.213 -0.158
O -0.718 1.512 4.339 -0.730 0.450 -0.682 -0.316
P -1.749 2.722 4.523 2.006 1.644 -2.442 0.814
O -1.764 3.141 5.884 -0.852 0.029 3.467 -0.743
O -1.077 3.987 3.683 -3.277 -1.587 -1.783 -0.053
C -0.122 4.622 4.411 2.098 1.752 0.374 -0.901
O -3.152 2.673 3.795 -0.416 -1.333 -0.387 -0.208
C -4.408 2.690 4.533 -1.445 -0.311 0.213 -0.645
H -1.507 0.901 2.574 0.375 -1.649 0.383 -0.038
H -1.270 -0.282 3.992 -2.275 -3.104 1.431 0.480
H 0.014 0.020 2.991 1.692 0.042 -0.642 0.091
H -0.538 5.135 5.286 0.314 -1.124 0.621 0.264
H 0.353 5.530 3.959 -0.474 -0.981 -0.933 0.213
H 0.609 3.819 4.440 1.132 0.705 1.588 0.409
H -4.180 2.352 5.629 -0.880 0.702 -2.103 0.306
H -5.316 2.089 3.980 2.858 0.785 1.311 0.205
H -4.809 3.739 4.450 0.703 -0.882 0.611 0.260
```
Forces are in eV/Å.